Record 1
C13H28AlF5NO4S | the ωB97M-V functional and the def2-TZVPD basis

Last column: Löwdin charge in e.
Positions of all 53 atoms, in Å:
1 C -0.044 -3.015 -2.142  -0.091
2 O -0.583 -1.760 -1.771  -0.197
3 C -1.631 -1.299 -2.605  -0.227
4 C -1.766 0.200 -2.342  -0.157
5 C -2.904 0.532 -1.354  -0.181
6 C -2.357 1.442 -0.252  -0.217
7 C -1.751 0.572 0.832  -0.187
8 C -0.906 1.389 1.815  -0.145
9 C 0.565 1.329 1.456  -0.290
10 O 1.153 2.584 1.826  -0.094
11 C 2.135 3.075 0.968  -0.239
12 C 1.592 3.561 -0.399  -0.185
13 S 2.432 2.707 -1.739  0.647
14 O 3.475 3.553 -2.224  -0.350
15 O 1.494 2.179 -2.667  -0.335
16 C 1.298 0.124 2.127  -0.277
17 N 0.310 -0.819 2.670  0.057
18 C 2.196 -0.627 1.099  -0.127
19 C 3.656 -0.310 1.191  -0.221
20 F 4.169 -0.821 2.379  -0.051
21 H -0.309 -3.299 -3.153  0.080
22 H -0.360 -3.790 -1.454  0.072
23 H 1.041 -2.961 -2.095  0.076
24 H -1.393 -1.454 -3.654  0.111
25 H -2.565 -1.797 -2.364  0.122
26 H -1.954 0.736 -3.264  0.107
27 H -0.813 0.497 -1.932  0.088
28 H -3.245 -0.365 -0.855  0.107
29 H -3.713 1.009 -1.887  0.100
30 H -1.598 2.097 -0.673  0.094
31 H -3.100 2.101 0.185  0.109
32 H -1.154 -0.211 0.382  0.103
33 H -2.586 0.163 1.380  0.123
34 H -1.181 2.435 1.713  0.112
35 H -1.082 1.138 2.846  0.106
36 H 0.594 1.143 0.380  0.127
37 H 2.561 3.938 1.459  0.125
38 H 2.965 2.384 0.822  0.078
39 H 1.736 4.616 -0.555  0.101
40 H 0.565 3.252 -0.495  0.085
41 H 3.046 1.648 -1.144  0.070
42 H 1.909 0.465 2.953  0.146
43 H -0.010 -1.472 1.967  0.080
44 H 0.696 -1.329 3.451  0.084
45 H 2.112 -1.680 1.324  0.117
46 H 1.810 -0.507 0.091  0.114
47 H 4.195 -0.764 0.365  0.116
48 H 3.884 0.753 1.182  0.091
49 F -3.933 -3.641 -0.067  -0.205
50 Al -2.921 -4.671 0.835  -0.162
51 F -2.060 -3.754 1.982  -0.205
52 F -1.813 -5.426 -0.219  -0.203
53 F -3.857 -5.848 1.624  -0.204

As for the total energy: -2008.126229 Eh. The total charge is -1. The HOMO energy comes out at -6.9 eV. The calculation puts the LUMO energy at 2.249 eV. Its spin multiplicity is 1. The calculation puts the frontier orbital gap at 9.160 eV.

***

Record 2
CH4O2PS | the ωB97M-V functional and the def2-TZVPD basis

Last column: Löwdin charge in e.
Positions of all 9 atoms, in Å:
1 C 1.410 -1.403 0.033  0.010
2 O -0.149 2.351 1.000  -0.465
3 O -1.750 0.444 0.745  -0.326
4 P -0.550 1.302 0.082  -0.040
5 S -1.004 1.611 -1.776  0.012
6 H 1.242 -2.032 0.797  -0.100
7 H 1.058 -1.679 -1.004  -0.017
8 H 1.837 -0.423 0.021  -0.082
9 H -2.094 -0.171 0.101  0.008

As for the total energy: -930.548525 Eh. The total charge is -1. The HOMO energy (spin up / spin down) comes out at -4.4 / -2.4 eV. The calculation puts the LUMO energy (spin up / spin down) at 3.600 / 3.538 eV. Its spin multiplicity is 1. The energy relative to the best compared isomer or geometry (same formula, charge and spin) comes out at 87.0 kcal/mol. The calculation puts the frontier orbital gap (spin up / spin down) at 8.038 / 5.918 eV.

***

Record 3
C19H18N2O2 | the ωB97M-V functional and the def2-TZVPD basis

Last column: Löwdin charge in e.
Positions of all 41 atoms, in Å:
1 C 2.587 2.201 -1.247  -0.089
2 C 1.434 3.157 -0.976  -0.233
3 H 0.640 3.007 -1.709  0.107
4 H 1.796 4.182 -1.082  0.107
5 C 0.830 3.011 0.429  -0.121
6 C -0.073 1.817 0.562  -0.277
7 N -1.234 1.951 0.027  0.170
8 C -2.154 0.947 0.123  -0.216
9 C -3.380 1.066 -0.541  -0.011
10 C -4.321 0.070 -0.422  -0.073
11 C -4.071 -1.060 0.359  -0.075
12 C -2.871 -1.192 1.019  -0.006
13 C -1.903 -0.193 0.903  -0.080
14 C -0.608 -0.335 1.542  -0.375
15 O -0.281 -1.253 2.270  0.090
16 N 0.311 0.689 1.245  0.062
17 C 1.666 0.402 1.653  -0.037
18 H 2.256 1.302 1.809  0.124
19 H 1.603 -0.149 2.603  0.148
20 C 2.424 -0.544 0.713  -0.340
21 O 3.629 -0.535 0.692  0.118
22 C 1.595 -1.539 -0.017  -0.160
23 C 1.801 -2.881 0.293  -0.012
24 C 1.011 -3.858 -0.282  -0.065
25 C 0.021 -3.509 -1.184  -0.074
26 C -0.165 -2.180 -1.524  -0.064
27 C 0.615 -1.196 -0.944  -0.041
28 H 0.466 -0.167 -1.239  0.108
29 H -0.927 -1.902 -2.237  0.110
30 H -0.602 -4.271 -1.628  0.104
31 H 1.168 -4.894 -0.022  0.105
32 H 2.571 -3.143 1.003  0.124
33 H -2.645 -2.057 1.624  0.121
34 H -4.823 -1.830 0.442  0.102
35 H -5.266 0.161 -0.936  0.104
36 H -3.559 1.946 -1.138  0.111
37 H 1.623 3.019 1.176  0.104
38 H 0.190 3.878 0.604  0.122
39 H 3.003 2.390 -2.234  0.078
40 H 3.382 2.329 -0.516  0.082
41 H 2.262 1.164 -1.215  0.049

As for the total energy: -994.851958 Eh. The total charge is 0. The HOMO energy comes out at -8.6 eV. The calculation puts the LUMO energy at 0.450 eV. Its spin multiplicity is 1. Its SMILES is CCCc1nc2ccccc2c(=O)n1CC(=O)c1ccccc1. The energy relative to the best compared isomer or geometry (same formula, charge and spin) comes out at 4.6 kcal/mol. The calculation puts the frontier orbital gap at 9.077 eV.

***

Record 4
C37H31N10O8PtS | the ωB97M-V functional and the def2-TZVPD basis

Last column: Löwdin charge in e.
Positions of all 88 atoms, in Å:
1 Pt 0.245 0.222 -0.277  1.662
2 C 2.652 -0.457 1.242  -0.015
3 N 2.013 -0.736 -0.084  -0.139
4 C 2.839 -0.468 -1.309  -0.027
5 C 1.891 -0.215 -2.446  -0.271
6 N 0.581 -0.115 -2.238  -0.020
7 C -0.002 0.322 -3.436  -0.190
8 C -1.314 0.649 -3.769  -0.012
9 C -1.544 1.027 -5.077  -0.029
10 C -0.512 1.073 -6.030  -0.027
11 C 0.791 0.761 -5.701  0.028
12 C 1.020 0.395 -4.380  -0.145
13 N 2.198 0.049 -3.710  0.232
14 C 1.769 0.447 2.047  -0.276
15 N 0.521 0.734 1.683  0.002
16 C 0.048 1.704 2.586  -0.202
17 C -1.135 2.441 2.647  -0.035
18 C -1.252 3.363 3.666  -0.025
19 C -0.230 3.561 4.611  -0.023
20 C 0.947 2.845 4.556  0.034
21 C 1.059 1.923 3.521  -0.151
22 N 2.120 1.103 3.148  0.222
23 H 2.791 -1.409 1.760  0.157
24 H 3.634 0.000 1.099  0.149
25 H 1.699 -1.734 -0.103  0.080
26 H 3.456 0.418 -1.146  0.125
27 H 3.482 -1.330 -1.502  0.161
28 H -2.111 0.654 -3.038  0.103
29 H -2.545 1.304 -5.378  0.125
30 H -0.745 1.368 -7.043  0.128
31 H 1.588 0.805 -6.431  0.133
32 H 3.125 0.030 -4.112  0.199
33 H -1.937 2.302 1.933  0.110
34 H -2.155 3.953 3.741  0.129
35 H -0.371 4.292 5.395  0.129
36 H 1.741 2.997 5.274  0.135
37 H 3.036 1.090 3.576  0.196
38 O -0.863 7.222 1.434  0.133
39 N 0.282 6.841 1.477  -0.338
40 O 1.231 7.416 1.954  0.140
41 C 0.554 5.506 0.890  -0.074
42 C 1.841 4.988 0.965  0.148
43 C 2.050 3.740 0.426  -0.038
44 C 1.039 2.970 -0.152  -0.245
45 O 1.344 1.819 -0.706  -0.143
46 C -0.233 3.525 -0.149  -0.067
47 C -0.489 4.799 0.342  0.124
48 N -1.368 2.750 -0.593  -0.216
49 O -2.402 3.287 -0.806  0.239
50 O -1.284 1.479 -0.729  -0.120
51 N 3.379 3.113 0.498  -0.323
52 O 3.907 2.787 -0.541  0.134
53 O 3.822 2.916 1.613  0.117
54 H 2.636 5.556 1.433  0.162
55 H -1.485 5.224 0.328  0.156
56 C -0.181 -3.851 1.780  0.017
57 C 0.338 -3.958 0.377  -0.326
58 O 0.564 -2.903 -0.253  -0.093
59 C 0.537 -5.263 -0.240  -0.166
60 C 0.213 -6.442 0.443  0.000
61 C 0.397 -7.670 -0.165  -0.031
62 C 0.910 -7.733 -1.453  -0.020
63 C 1.240 -6.569 -2.143  -0.044
64 C 1.053 -5.342 -1.542  -0.018
65 H -0.149 -2.813 2.105  0.075
66 H 0.387 -4.476 2.469  0.103
67 H -1.215 -4.201 1.814  0.114
68 H -0.185 -6.408 1.448  0.119
69 H 0.145 -8.579 0.364  0.124
70 H 1.059 -8.696 -1.925  0.126
71 H 1.646 -6.632 -3.143  0.118
72 H 1.317 -4.434 -2.067  0.106
73 N -1.370 -2.261 -2.110  0.149
74 C -2.128 -1.636 -1.217  -0.671
75 N -1.672 -0.953 -0.167  -0.035
76 C -2.707 -0.686 0.742  -0.307
77 C -2.569 -0.230 2.047  -0.051
78 C -3.709 -0.014 2.800  -0.047
79 C -4.976 -0.240 2.263  -0.041
80 C -5.127 -0.735 0.979  -0.048
81 C -3.978 -0.978 0.242  -0.440
82 S -3.857 -1.710 -1.338  1.182
83 H -0.386 -2.376 -1.925  0.072
84 H -1.786 -2.747 -2.888  0.133
85 H -1.585 -0.095 2.469  0.085
86 H -3.622 0.319 3.826  0.122
87 H -5.854 -0.052 2.866  0.125
88 H -6.109 -0.944 0.578  0.128

As for the total energy: -3094.417327 Eh. The total charge is +3. The HOMO energy comes out at -15.9 eV. The calculation puts the LUMO energy at -10.352 eV. Its spin multiplicity is 1. The energy relative to the best compared isomer or geometry (same formula, charge and spin) comes out at 14.9 kcal/mol. The calculation puts the frontier orbital gap at 5.553 eV.

***

spin multiplicity of number 1 (C13H28AlF5NO4S)? 1

***

Repeat the second record exactly.
CH4O2PS | the ωB97M-V functional and the def2-TZVPD basis

Last column: Löwdin charge in e.
Positions of all 9 atoms, in Å:
1 C 1.410 -1.403 0.033  0.010
2 O -0.149 2.351 1.000  -0.465
3 O -1.750 0.444 0.745  -0.326
4 P -0.550 1.302 0.082  -0.040
5 S -1.004 1.611 -1.776  0.012
6 H 1.242 -2.032 0.797  -0.100
7 H 1.058 -1.679 -1.004  -0.017
8 H 1.837 -0.423 0.021  -0.082
9 H -2.094 -0.171 0.101  0.008

As for the total energy: -930.548525 Eh. The total charge is -1. The HOMO energy (spin up / spin down) comes out at -4.4 / -2.4 eV. The calculation puts the LUMO energy (spin up / spin down) at 3.600 / 3.538 eV. Its spin multiplicity is 1. The energy relative to the best compared isomer or geometry (same formula, charge and spin) comes out at 87.0 kcal/mol. The calculation puts the frontier orbital gap (spin up / spin down) at 8.038 / 5.918 eV.

***

What did the second record say?
CH4O2PS | the ωB97M-V functional and the def2-TZVPD basis

Last column: Löwdin charge in e.
Positions of all 9 atoms, in Å:
1 C 1.410 -1.403 0.033  0.010
2 O -0.149 2.351 1.000  -0.465
3 O -1.750 0.444 0.745  -0.326
4 P -0.550 1.302 0.082  -0.040
5 S -1.004 1.611 -1.776  0.012
6 H 1.242 -2.032 0.797  -0.100
7 H 1.058 -1.679 -1.004  -0.017
8 H 1.837 -0.423 0.021  -0.082
9 H -2.094 -0.171 0.101  0.008

As for the total energy: -930.548525 Eh. The total charge is -1. The HOMO energy (spin up / spin down) comes out at -4.4 / -2.4 eV. The calculation puts the LUMO energy (spin up / spin down) at 3.600 / 3.538 eV. Its spin multiplicity is 1. The energy relative to the best compared isomer or geometry (same formula, charge and spin) comes out at 87.0 kcal/mol. The calculation puts the frontier orbital gap (spin up / spin down) at 8.038 / 5.918 eV.